1.
Below is a structure of composition C68H57AuFGeN5P3S, with properties calculated with ωB97M-V with the def2-TZVPD basis set.

```
! wB97M-V def2-TZVPD RIJCOSX def2/J DEFGRID3
* xyz 3 1
Au 0.6974 0.1531 0.5069
F 3.6956 3.3113 3.2583
Ge 2.6412 2.3073 2.2729
C 3.7888 2.2780 0.6487
C 4.8245 3.2096 0.7703
C 5.8471 3.3132 -0.1642
C 5.8912 2.4477 -1.2415
C 4.8679 1.5270 -1.4005
C 3.8048 1.4663 -0.4970
P 2.6172 0.1777 -0.9447
C 2.2609 0.1718 -2.6987
C 2.5026 1.2867 -3.5031
C 2.1661 1.2544 -4.8471
C 1.5823 0.1223 -5.3962
C 1.3363 -0.9896 -4.5989
C 1.6682 -0.9674 -3.2560
C 3.5189 -1.3071 -0.4513
C 3.9605 -2.2798 -1.3422
C 4.7309 -3.3378 -0.8747
C 5.0578 -3.4261 0.4714
C 4.6212 -2.4503 1.3624
C 3.8596 -1.3908 0.9014
C 1.1240 3.5446 2.2043
C 1.1793 4.6040 3.1128
C 0.2939 5.6684 3.0263
C -0.6407 5.7244 2.0009
C -0.7151 4.6848 1.0906
C 0.1409 3.5864 1.2190
P -0.0610 2.3198 -0.0242
C -1.7850 1.8919 -0.2324
C -2.7266 2.2560 0.7354
C -4.0755 2.0761 0.4835
C -4.4935 1.5396 -0.7251
C -3.5617 1.1208 -1.6660
C -2.2113 1.2658 -1.4111
C 0.5787 3.1114 -1.5294
C 1.7432 3.8715 -1.3507
C 2.2164 4.6975 -2.3546
C 1.5321 4.7829 -3.5607
C 0.3710 4.0488 -3.7449
C -0.1126 3.2260 -2.7383
C 2.4328 0.8866 3.6049
C 3.4668 0.9049 4.5481
C 3.3088 0.3598 5.8133
C 2.0822 -0.1657 6.1899
C 1.0649 -0.2416 5.2549
C 1.2448 0.2313 3.9524
P -0.0725 -0.3177 2.8188
C -1.5788 0.3203 3.5687
C -2.6502 -0.4733 3.9650
C -3.7280 0.1059 4.6191
C -3.7400 1.4672 4.8805
C -2.6638 2.2613 4.4984
C -1.5865 1.6906 3.8451
C 0.0596 -2.1320 2.9998
C 1.2188 -2.6950 3.5456
C 1.3315 -4.0697 3.6966
C 0.2932 -4.9037 3.3067
C -0.8449 -4.3548 2.7328
C -0.9586 -2.9828 2.5658
H 4.8518 3.8673 1.6279
H 6.6220 4.0557 -0.0251
H 6.7052 2.4845 -1.9529
H 4.9017 0.8531 -2.2485
H 2.9737 2.1709 -3.0957
H 2.3710 2.1168 -5.4676
H 1.3283 0.0993 -6.4480
H 0.8995 -1.8812 -5.0297
H 1.4813 -1.8442 -2.6524
H 3.7390 -2.2095 -2.3991
H 5.0916 -4.0845 -1.5703
H 5.6744 -4.2436 0.8237
H 4.8971 -2.5027 2.4081
H 3.5537 -0.6186 1.6016
H 1.9370 4.6093 3.8860
H 0.3544 6.4725 3.7482
H -1.3052 6.5729 1.9077
H -1.4433 4.7277 0.2893
H -2.4136 2.7158 1.6616
H -4.8022 2.3754 1.2267
H -5.5509 1.4281 -0.9264
H -3.8910 0.6710 -2.5936
H -1.4903 0.8944 -2.1298
H 2.2630 3.8637 -0.4077
H 3.1047 5.2923 -2.1848
H 1.8864 5.4429 -4.3423
H -0.1859 4.1363 -4.6687
H -1.0490 2.7231 -2.9041
H 4.3983 1.4054 4.3174
H 4.1296 0.3949 6.5176
H 1.9228 -0.5313 7.1956
H 0.1271 -0.7090 5.5331
H -2.6450 -1.5370 3.7904
H -4.5561 -0.5132 4.9377
H -4.5796 1.9092 5.4011
H -2.6579 3.3193 4.7278
H -0.7374 2.3111 3.5795
H 2.0434 -2.0744 3.8684
H 2.2279 -4.4855 4.1394
H 0.3719 -5.9747 3.4460
H -1.6538 -4.9998 2.4107
H -1.8328 -2.5695 2.0770
S -3.2418 -1.2971 0.6010
C -4.0956 -2.6751 0.1089
N -4.6080 -3.5275 1.0082
C -5.4557 -4.6728 0.6773
C -5.0616 -5.2004 -0.6902
C -5.1039 -4.0591 -1.6904
N -4.2886 -2.9520 -1.1894
H -4.5212 -3.2378 1.9660
H -6.5071 -4.3737 0.6818
H -5.3225 -5.4285 1.4490
H -5.7423 -5.9924 -0.9969
H -4.0536 -5.6199 -0.6465
H -6.1336 -3.7258 -1.8431
H -4.7082 -4.3632 -2.6580
H -3.9567 -2.2519 -1.8265
N 2.0701 -10.6617 0.6739
C 1.8203 -9.5557 0.4886
C 1.5047 -8.1732 0.2686
C 2.4034 -7.1843 0.6644
C 2.0992 -5.8502 0.4640
C 0.8925 -5.5052 -0.1289
C -0.0024 -6.4828 -0.5379
C 0.3049 -7.8184 -0.3384
N 0.5644 -4.1226 -0.3215
C -0.4320 -3.6194 -1.1374
C -0.4167 -2.2760 -0.9789
N 0.5778 -1.9462 -0.0778
C 1.1283 -3.0857 0.3112
H 3.3418 -7.4663 1.1220
H 2.8176 -5.0962 0.7563
H -0.9429 -6.2265 -1.0033
H -0.3869 -8.5881 -0.6516
H -1.0314 -4.2401 -1.7772
H -1.0437 -1.5336 -1.4431
H 1.9244 -3.1819 1.0302
*
```

Output
- electronic energy (Ha) = -6633.2368
- LUMO (eV) = -9.4083
- E_HOMO (eV) = -14.4

Atomic partial charges in e from the Löwdin method, atoms 1 to 4:
1 Au 0.78
2 F -0.25
3 Ge 0.93
4 C -0.26

=====

2.
Below is a cluster of 9 separate species, C34H86O5 in total, with properties calculated with ωB97M-V with the def2-TZVPD basis set.

```
! wB97M-V def2-TZVPD RIJCOSX def2/J DEFGRID3
* xyz 0 1
C -0.4917 1.2420 2.1243
C 0.3217 2.3591 2.9601
C 1.0041 1.6350 4.1159
C 1.9611 2.4997 4.9604
C 2.5039 1.7103 6.1728
C 3.2420 2.6679 7.2271
H -1.0982 1.5752 1.2537
H -1.4575 0.7233 2.8148
H 0.0646 0.3899 1.5883
H -0.4140 3.0684 3.1227
H 1.2820 2.6348 2.3439
H 1.5652 0.6893 3.7571
H 0.0098 1.4047 4.5730
H 1.5895 3.4774 5.2254
H 2.7981 2.6671 4.2144
H 3.2468 1.1153 5.9677
H 1.8907 1.1855 6.6343
H 3.9055 2.1334 7.9938
H 2.7409 3.4696 7.4569
H 4.0139 3.2784 6.6855
C 6.9315 -1.2852 6.6599
C 5.7338 -0.9888 5.6895
C 5.1405 -2.2586 5.2038
C 3.9353 -1.8323 4.2484
C 3.2104 -2.9647 3.5140
C 1.9115 -2.5685 2.6890
H 7.3790 -2.0572 6.3226
H 6.6532 -1.5932 7.6399
H 7.5871 -0.5362 6.6347
H 5.9793 -0.2815 4.9482
H 5.1350 -0.2800 6.3975
H 4.6860 -2.7535 6.0020
H 5.8225 -2.8081 4.6361
H 4.2231 -1.0661 3.5915
H 3.0973 -1.4267 4.8605
H 3.0775 -3.7951 4.1970
H 3.9656 -3.4718 2.8770
H 2.2608 -1.8928 1.6758
H 1.2586 -1.7989 3.2778
H 1.4013 -3.1907 2.1509
C -1.2121 0.2238 -1.8321
C -0.5260 -1.1306 -1.9078
C -0.5026 -1.9950 -0.6838
C -1.8632 -2.3614 -0.2094
C -1.6888 -3.0700 1.1500
C -3.0669 -3.7994 1.7197
H -0.8300 0.7626 -0.8847
H -2.3212 0.2321 -1.5856
H -1.0165 0.8281 -2.7584
H 0.6291 -1.1156 -2.3232
H -0.9514 -1.7733 -2.7747
H 0.1550 -1.4965 0.0847
H 0.2282 -2.7006 -0.9971
H -2.4687 -3.0927 -0.8461
H -2.6612 -1.5404 0.1805
H -1.1763 -2.4408 1.9318
H -1.0762 -3.8523 1.0741
H -3.6760 -3.0335 1.8100
H -2.7966 -4.3519 2.4593
H -3.3886 -4.1170 0.8139
C -0.0334 -4.7624 -5.3141
C -0.4302 -3.3115 -5.3362
C -0.7421 -2.9087 -6.7806
C -0.8047 -1.3513 -6.8732
C -2.0398 -0.7593 -6.1321
C -2.2865 0.6424 -6.5024
H 0.8972 -5.0308 -5.8279
H -0.8099 -5.4024 -5.8739
H -0.0229 -5.0564 -4.3854
H 0.3282 -2.8666 -4.9022
H -1.1837 -3.2047 -4.5646
H -1.8027 -3.3191 -7.1924
H 0.0431 -3.2283 -7.6080
H -0.8541 -0.8792 -7.9773
H -0.0532 -0.7158 -6.6049
H -1.9020 -0.5927 -5.0284
H -2.8585 -1.2775 -6.2939
H -3.0598 1.0407 -5.8475
H -2.7524 0.8202 -7.3769
H -1.4219 1.1758 -6.4282
C -1.9837 5.4236 -0.2560
C -2.3397 3.9051 -0.4369
O -3.3136 3.8791 -1.3186
H -1.5505 5.6851 -1.2851
H -1.0361 5.6187 0.5584
H -2.8976 6.0275 -0.0901
H -2.6121 3.3081 0.3875
H -1.4576 3.6232 -0.8532
H -3.7213 3.0759 -1.4548
C -4.0228 1.1455 1.9622
C -5.4037 0.4236 2.1405
O -6.0894 0.4210 0.8400
H -3.3539 0.6687 1.3584
H -3.3729 0.9998 3.0954
H -3.8897 2.2376 1.9326
H -6.2282 0.8805 2.9874
H -5.0754 -0.7468 2.1929
H -6.7058 -0.2509 0.8756
C 1.9537 2.7892 -4.2478
C 2.0354 1.3259 -4.9865
O 2.5301 0.5014 -4.0680
H 2.9355 3.2976 -3.9642
H 1.3708 2.9368 -3.3612
H 1.3684 3.6631 -4.7080
H 2.5767 1.1923 -5.9112
H 0.9854 1.3576 -5.1915
H 2.5587 -0.4154 -4.4829
C -5.0763 1.0912 -3.6071
C -5.3692 0.6667 -2.2141
O -4.7943 1.5208 -1.3550
H -4.1346 1.3204 -3.9778
H -5.6310 2.1350 -3.7306
H -5.7038 0.5856 -4.3676
H -4.8605 -0.4630 -2.1684
H -6.4497 0.4499 -2.0594
H -5.2448 1.3958 -0.4416
C 3.2798 1.2263 0.5892
C 2.7306 0.6895 -0.8449
O 3.8269 0.8913 -1.7606
H 3.5092 2.1786 0.6815
H 4.1777 0.5957 0.8123
H 2.5746 0.8648 1.3166
H 1.9818 1.3899 -1.2619
H 2.4621 -0.4542 -0.6744
H 3.3927 0.6778 -2.6301
*
```

Output
- electronic energy (Ha) = -1722.5475
- LUMO (eV) = 0.3691
- SMILES = CCCCCC.CCCCCC.CCCCCC.CCCCCC.CCO.CCO.CCO.CCO.CCO
- energy relative to the best compared isomer or geometry (same formula, charge and spin) (eV) = 3.5749
- E_HOMO (eV) = -9.5

Atomic partial charges in e from the Löwdin method, atoms 1 to 4:
1 C -0.12
2 C -0.24
3 C -0.26
4 C -0.18

=====

3.
Below is the molecule C4H5ClS, with properties calculated with ωB97M-V with the def2-TZVPD basis set.

```
! wB97M-V def2-TZVPD RIJCOSX def2/J DEFGRID3
* xyz 0 1
C 0.6468 -0.5304 0.4503
C 0.6449 0.8009 -0.2313
C -0.9799 0.7615 -0.1051
C -0.7748 -0.8870 0.1440
H 0.7817 -0.6650 1.4996
H 0.9922 0.7475 -1.2251
H 1.2985 1.5036 0.0873
H -1.4712 1.1575 -1.1762
H -1.2734 1.2684 0.8100
S -1.6212 -2.2057 -0.1064
Cl 1.7564 -1.9513 -0.1471
*
```

Output
- electronic energy (Ha) = -1013.7003
- LUMO (eV) = -0.5150
- SMILES = S=C1CC[C@@H]1Cl
- energy relative to the best compared isomer or geometry (same formula, charge and spin) (eV) = 2.1629
- E_HOMO (eV) = -8.9

Atomic partial charges in e from the Löwdin method, atoms 1 to 4:
1 C -0.65
2 C -0.17
3 C -0.08
4 C -0.82

=====

4.
Below is a cluster of 2 separate species, C4H11N2O in total, with properties calculated with ωB97M-V with the def2-TZVPD basis set.

```
! wB97M-V def2-TZVPD RIJCOSX def2/J DEFGRID3
* xyz 1 1
O 0.5795 -1.1707 1.7124
C 0.1984 -1.5910 0.6299
C 1.1213 -1.7473 -0.5269
C 0.3968 -1.9170 -1.8607
H -0.8757 -1.8279 0.5216
H 1.7770 -2.5915 -0.2855
H 1.7455 -0.8488 -0.5499
H -0.2035 -2.8321 -1.8284
H 1.0910 -1.9364 -2.6914
H -0.3435 -1.1235 -2.0024
N -0.8622 3.2317 0.3314
C -0.3432 2.0611 0.6459
N -0.8557 1.2261 1.5119
H -1.6223 3.6219 0.8701
H -0.3048 3.8732 -0.2116
H 0.4504 1.6594 0.0244
H -0.3133 0.3503 1.6536
H -1.6357 1.5625 2.0557
*
```

Output
- electronic energy (Ha) = -343.5168
- LUMO (eV) = -3.6627
- energy relative to the best compared isomer or geometry (same formula, charge and spin) (eV) = 1.2884
- E_HOMO (eV) = -13.9

Atomic partial charges in e from the Löwdin method, atoms 1 to 4:
1 O 0.01
2 C -0.25
3 C -0.20
4 C -0.09

=====

5.
Below is a structure of composition C35H93O12Zn, with properties calculated with ωB97M-V with the def2-TZVPD basis set.

```
! wB97M-V def2-TZVPD RIJCOSX def2/J DEFGRID3
* xyz 1 1
Zn 0.1452 3.1690 -0.8076
C 1.4093 -0.2804 0.3571
C -0.0596 0.2139 0.3594
O -0.3511 1.5895 0.4448
H 1.9655 -0.1463 1.2848
H 1.9620 0.1931 -0.4543
H 1.4325 -1.3383 0.0954
H -0.5071 -0.3396 1.1849
H -0.5566 -0.1484 -0.5406
C 4.1931 1.0019 -2.6151
C 4.1626 2.4127 -3.2187
C 3.5837 2.4825 -4.5953
O 3.3644 3.2139 -2.4098
H 4.7333 0.3173 -3.2689
H 3.1884 0.5830 -2.5572
H 4.6918 1.0130 -1.6459
H 5.1429 2.8790 -3.1203
H 3.7843 3.4709 -5.0086
H 2.4981 2.3945 -4.5512
H 4.0123 1.7443 -5.2731
H 2.4654 2.9067 -2.5475
C 0.3822 -7.1871 -0.5483
C 1.3377 -6.0067 -0.8188
C 0.8527 -4.6091 -0.4821
O 2.5072 -6.2441 -0.0963
H 0.2807 -7.3215 0.5286
H 0.8237 -8.0526 -1.0425
H -0.5894 -7.0761 -1.0296
H 1.6456 -6.0555 -1.8632
H 0.5255 -4.5140 0.5533
H 0.0474 -4.3200 -1.1575
H 1.7010 -3.9695 -0.7258
H 3.0709 -5.4683 -0.1417
C 3.7121 2.4661 1.4411
C 2.8206 3.6469 1.1301
C 3.6246 4.9887 0.9243
O 2.1053 3.4598 -0.0842
H 4.7656 2.6492 1.2297
H 3.4015 1.6880 0.7438
H 3.5938 2.1607 2.4808
H 2.1184 3.7642 1.9555
H 4.3065 4.9540 0.0746
H 4.1995 5.0864 1.8451
H 2.9821 5.8657 0.8447
H 2.8252 3.3628 -0.7118
C -0.6281 0.8660 4.4230
C -0.8198 2.3379 4.1331
C -0.5501 3.3112 5.2478
O 0.0880 2.6848 3.1172
H -1.0419 0.4983 5.3620
H 0.4240 0.6019 4.5293
H -1.0217 0.2503 3.6142
H -1.8244 2.5221 3.7525
H -1.2235 3.1915 6.0965
H -0.5871 4.3722 5.0008
H 0.4715 3.1311 5.5823
H -0.0417 2.0730 2.3889
C 0.1322 6.2242 2.5845
C -1.0010 5.5098 1.7986
C -1.7568 6.4253 0.8605
O -0.5246 4.4050 1.1045
H -0.2224 7.0778 3.1621
H 0.9689 6.4724 1.9315
H 0.6270 5.6001 3.3287
H -1.7224 5.1228 2.5182
H -2.2493 5.7437 0.1669
H -1.0999 7.1628 0.3995
H -2.4930 7.0461 1.3710
H -0.3680 3.7532 1.7918
C 4.6953 -2.1117 0.6808
C 4.5727 -2.8588 -0.6416
C 5.6651 -2.5320 -1.6573
O 4.6350 -4.2433 -0.2674
H 5.7207 -2.2001 1.0398
H 3.9353 -2.4076 1.4040
H 4.4601 -1.0972 0.3589
H 3.6004 -2.6324 -1.0790
H 6.6836 -2.6930 -1.3039
H 5.6510 -1.4559 -1.8302
H 5.5539 -3.0573 -2.6059
H 5.3939 -4.3298 0.3140
C -2.5834 1.4679 -2.5194
C -2.7039 3.0279 -2.3626
C -4.0921 3.4536 -2.0419
O -1.9485 3.3224 -1.1806
H -2.7941 0.9033 -1.6111
H -1.6045 1.1420 -2.8709
H -3.3261 1.0775 -3.2151
H -2.4720 3.5914 -3.2664
H -4.2073 4.5359 -1.9824
H -4.5464 3.1737 -1.0914
H -4.7409 3.1479 -2.8626
H -2.4216 2.8397 -0.4989
C 1.0626 -1.6805 -5.8765
C 0.1960 -2.1310 -4.7035
C 0.9053 -1.8486 -3.3558
O -0.9500 -1.3646 -4.7839
H 0.5192 -1.8494 -6.8062
H 2.0422 -2.1539 -5.8101
H 1.2952 -0.6182 -5.8020
H 0.0023 -3.1978 -4.8159
H 1.2003 -0.8000 -3.3945
H 1.7438 -2.5023 -3.1154
H 0.2301 -2.0632 -2.5275
H -0.6795 -0.4437 -4.7639
C -2.2397 -2.6224 -1.2823
C -3.1334 -3.8282 -1.5853
C -3.8211 -4.2924 -0.3462
O -4.1088 -3.5419 -2.5342
H -1.8191 -2.1348 -2.1617
H -1.5106 -2.8596 -0.5075
H -2.8691 -1.7998 -0.9427
H -2.4673 -4.6585 -1.8201
H -3.2063 -4.6499 0.4798
H -4.6345 -4.9777 -0.5844
H -4.3477 -3.4698 0.1378
H -3.6516 -3.4650 -3.3748
C -2.2157 -2.6338 3.8020
C -2.9084 -3.7520 3.1146
C -1.9833 -4.8695 2.6946
O -3.6794 -4.3927 4.1091
H -1.5107 -2.1785 3.1064
H -1.6216 -2.9319 4.6658
H -2.8691 -1.8621 4.2090
H -3.6291 -3.3809 2.3859
H -1.3979 -5.2457 3.5336
H -1.3023 -4.6141 1.8827
H -2.5030 -5.7517 2.3209
H -4.2037 -3.6855 4.4919
C -3.7462 0.0649 2.4152
C -4.1061 0.9388 1.2340
C -5.3954 1.6378 1.5057
O -3.2044 1.9320 1.1896
H -3.4028 0.5826 3.3108
H -2.8247 -0.4803 2.2115
H -4.5000 -0.6776 2.6774
H -4.0992 0.3192 0.3372
H -5.3164 2.1653 2.4563
H -6.2043 0.9110 1.4307
H -5.7173 2.3620 0.7575
H -2.3802 1.4483 1.0980
*
```

Output
- electronic energy (Ha) = -4071.2106
- LUMO (eV) = -4.7465
- E_HOMO (eV) = -11.2

Atomic partial charges in e from the Löwdin method, atoms 1 to 4:
1 Zn 1.02
2 C -0.07
3 C -0.36
4 O -0.34

=====

Q: The highest electronic energy belongs to which entry?
A: C4H11N2O